A cluster of 2 separate species, CH3ClINO in total. Source: the OMol25 dataset; level of theory: ωB97M-V/def2-TZVPD.

```
8
Properties=species:S:1:pos:R:3:forces:R:3
I 3.4065 -1.1040 0.0102 -1.07 0.54 0.07
Cl 1.5424 2.1656 0.0865 -0.17 0.25 -0.37
O -0.2853 0.6102 -0.4609 1.82 1.24 0.25
N 0.7210 0.7684 0.4050 -0.45 -1.39 -0.29
C -1.1752 -0.4228 -0.0752 -0.46 -0.78 0.44
H -1.5054 -0.9113 -0.9916 0.12 0.09 0.08
H -0.6729 -1.1291 0.5862 0.05 0.03 -0.09
H -2.0311 0.0229 0.4397 0.16 0.02 -0.08
```
Positions in Å, forces in eV/Å.

Frontier orbital gap (spin up / spin down)   5.1 / 5.1 eV
Calculated total energy   -927.5940 Eh
HOMO energy (spin up / spin down)   -0.3061 / -0.3062 Eh
LUMO (spin up / spin down)   -3.3 / -3.3 eV
ΔE to the lowest compared entry with this formula, charge and spin   128.1 kJ/mol